{"formula": "C41H93ClN6O12P", "method": "ωB97M-V/def2-TZVPD", "species": ["C", "C", "C", "C", "C", "C", "C", "C", "C", "C", "C", "N", "C", "O", "C", "C", "O", "C", "C", "C", "N", "C", "N", "C", "C", "C", "N", "P", "N", "N", "Cl", "H", "H", "H", "H", "H", "H", "H", "H", "H", "H", "H", "H", "H", "H", "H", "H", "H", "H", "H", "H", "H", "H", "H", "H", "H", "H", "H", "H", "H", "H", "H", "H", "H", "H", "H", "H", "H", "H", "H", "H", "H", "H", "H", "C", "O", "C", "C", "O", "C", "H", "H", "H", "H", "H", "H", "H", "H", "H", "H", "C", "O", "C", "C", "O", "C", "H", "H", "H", "H", "H", "H", "H", "H", "H", "H", "C", "O", "C", "C", "O", "C", "H", "H", "H", "H", "H", "H", "H", "H", "H", "H", "C", "O", "C", "C", "O", "C", "H", "H", "H", "H", "H", "H", "H", "H", "H", "H", "C", "O", "C", "C", "O", "C", "H", "H", "H", "H", "H", "H", "H", "H", "H", "H"], "coordinates": [[8.00851, 3.20110, 1.60796], [6.65407, 3.79372, 1.14362], [5.69377, 2.72530, 0.61852], [5.05012, 1.93560, 1.76150], [4.76440, 0.46725, 1.42073], [3.39186, 0.23627, 0.77797], [2.19453, 0.77881, 1.55718], [1.97849, 0.11950, 2.94254], [1.57827, 1.15861, 4.00614], [0.05976, 1.35283, 4.23329], [-0.81400, 0.80280, 3.10958], [-2.20247, 1.33200, 3.14046], [-2.85315, 1.42226, 4.43134], [-2.82247, 2.75513, 4.84606], [-3.82959, 3.10111, 5.78850], [-4.35989, 4.52377, 5.53842], [-3.39204, 5.36229, 4.96934], [-3.62698, 5.70050, 3.61462], [-2.83412, 6.94199, 3.21843], [-2.72512, 1.67655, 1.98348], [-2.15262, 1.57481, 0.78188], [-2.98964, 1.98075, -0.15922], [-2.72264, 2.00227, -1.49278], [-3.41264, 1.25765, -2.28580], [-4.01693, -0.05856, -1.91682], [-3.56719, 1.72638, -3.70684], [-4.15482, 2.40781, 0.42734], [-5.58894, 3.10394, -0.31195], [-5.73415, 4.62987, -0.06932], [-3.98193, 2.20787, 1.78222], [-5.24298, 2.65411, 2.79753], [8.12479, 3.33412, 2.68127], [8.08994, 2.14344, 1.36444], [8.83470, 3.72882, 1.13709], [6.85588, 4.54491, 0.38133], [6.20037, 4.30467, 1.99401], [4.91414, 3.25091, 0.06123], [6.24914, 2.08529, -0.06764], [5.75893, 1.94476, 2.59465], [4.16779, 2.45613, 2.13082], [4.85435, -0.14068, 2.32159], [5.51626, 0.16048, 0.69482], [3.40876, 0.77582, -0.17585], [3.24403, -0.81193, 0.51113], [1.30942, 0.59537, 0.93777], [2.26117, 1.86053, 1.64559], [1.28295, -0.71367, 2.87581], [2.94557, -0.28825, 3.22990], [1.99623, 0.82651, 4.95673], [2.04586, 2.12136, 3.81586], [-0.18334, 2.39760, 4.42195], [-0.20232, 0.82945, 5.15379], [-0.89330, -0.28292, 3.16765], [-0.34837, 1.02694, 2.15794], [-3.87486, 1.04150, 4.33728], [-2.36163, 0.76127, 5.14238], [-3.37102, 3.10606, 6.77873], [-4.66872, 2.40045, 5.81271], [-4.62110, 4.93353, 6.51604], [-5.29068, 4.49659, 4.96595], [-3.26878, 4.86883, 2.99719], [-4.68473, 5.87804, 3.40715], [-2.55299, 7.54563, 4.07713], [-3.38677, 7.55063, 2.50769], [-1.91901, 6.63512, 2.71349], [-3.29008, -0.87101, -1.95179], [-4.51189, -0.08720, -0.94541], [-4.77532, -0.30289, -2.65690], [-2.57207, 1.81314, -4.14472], [-4.16474, 1.04768, -4.30206], [-3.98191, 2.73077, -3.66585], [-5.38784, 2.78190, -1.65398], [-6.65417, 2.34917, 0.20453], [-6.61783, 4.78587, 0.40886], [2.33658, 4.53234, -1.97148], [3.04436, 5.24336, -0.97169], [3.77016, 6.35159, -1.48587], [3.02950, 7.65745, -1.29202], [1.81766, 7.69914, -2.02999], [0.67618, 7.38821, -1.25347], [1.58198, 3.92296, -1.47369], [1.83840, 5.20415, -2.67341], [3.01676, 3.87251, -2.52198], [4.00829, 6.19712, -2.54248], [4.71287, 6.40045, -0.93258], [3.65928, 8.47236, -1.66001], [2.83780, 7.83683, -0.22954], [0.37130, 8.25544, -0.65775], [0.85205, 6.53840, -0.58968], [-0.13257, 7.13377, -1.93780], [-0.93760, -6.69986, -2.66754], [0.03162, -5.70436, -2.37001], [0.09693, -4.67762, -3.34290], [-0.67293, -3.44547, -2.91673], [-2.06997, -3.69337, -2.80606], [-2.48653, -3.94733, -1.47864], [-1.13936, -7.25228, -1.75094], [-1.87258, -6.26495, -3.02729], [-0.54447, -7.39070, -3.41977], [-0.25939, -5.04053, -4.31172], [1.15122, -4.40567, -3.45321], [-0.54347, -2.67076, -3.67904], [-0.27821, -3.05620, -1.97225], [-2.58114, -3.00278, -0.92526], [-1.79869, -4.60541, -0.94522], [-3.46302, -4.42892, -1.51661], [-6.66664, -0.31097, 5.19331], [-5.80422, -0.62811, 6.26906], [-6.32765, -1.63677, 7.12816], [-5.75541, -3.00220, 6.81554], [-6.12921, -3.45273, 5.52176], [-5.13059, -3.24585, 4.54260], [-6.06975, 0.20845, 4.44287], [-7.10483, -1.20094, 4.73765], [-7.46771, 0.35540, 5.53209], [-7.41957, -1.65572, 7.07354], [-6.04702, -1.36461, 8.14890], [-6.15678, -3.71951, 7.53607], [-4.66600, -2.99805, 6.92012], [-4.35809, -4.01868, 4.61385], [-4.66429, -2.26084, 4.63511], [-5.60453, -3.31652, 3.56380], [6.50849, -2.75807, -3.26115], [5.45440, -2.21482, -4.04013], [4.41906, -1.64054, -3.26350], [4.54829, -0.13478, -3.16086], [5.71859, 0.25035, -2.45873], [6.79545, 0.60989, -3.30904], [7.37162, -2.88166, -3.91287], [6.78391, -2.10026, -2.43450], [6.22130, -3.73762, -2.86496], [4.39005, -2.09149, -2.26601], [3.47522, -1.87499, -3.76729], [3.69389, 0.25181, -2.59473], [4.52496, 0.32378, -4.15446], [6.65870, 1.62861, -3.68716], [6.89804, -0.07726, -4.15074], [7.71044, 0.57629, -2.71937], [1.65539, -11.17931, -6.78776], [0.88141, -10.59520, -7.82233], [-0.36195, -10.08277, -7.37522], [-0.31282, -8.58632, -7.14834], [0.57346, -8.23212, -6.09661], [1.84611, -7.81118, -6.55882], [2.68199, -11.25163, -7.14310], [1.64035, -10.57581, -5.87789], [1.28813, -12.18558, -6.56116], [-0.68678, -10.59864, -6.46616], [-1.09498, -10.29117, -8.16039], [-1.31132, -8.24562, -6.85641], [-0.03899, -8.06636, -8.07140], [1.80222, -6.77258, -6.90502], [2.21738, -8.44493, -7.36589], [2.54086, -7.87115, -5.72206]], "lumo_ev": -3.1, "e_above_lowest_kcal_mol": 13.2, "charge": 1, "total_energy_ev": -99330.6910, "homo_ev": -10.4}